# C35H73F5N2O33P4

11 unconnected molecules or ions with the total composition C35H73F5N2O33P4 in a non-equilibrium geometry (ωB97M-V with the def2-TZVPD basis set, the OMol25 dataset).

- HOMO energy: -8.9 eV
- Structure (SMILES): O=C1OC[C@@H](F)O1.O=C1OC[C@@H](F)O1.O=C1OC[C@@H](F)O1.O=C1OC[C@@H](F)O1.O=C1OC[C@@H](F)O1.COP(=O)(OC)OC.COP(=O)(OC)OC.COP(=O)(OC)OC.COP(=O)(OC)OC.COC[C@H](C)N.COC[C@H](C)N
- Relative energy (zero: lowest compared OMol25 entry of this formula, charge and spin): 0.0 kJ/mol
- Max |F|: 2.827 eV Å⁻¹
- Total charge: 0
- Calculated total energy: -158777.445 eV
- Gap between HOMO and LUMO: 8.808 eV

Structure (XYZ):
```
152
Properties=species:S:1:pos:R:3:forces:R:3
H -0.695 0.791 -2.863 0.16 0.36 0.07
C 3.796 1.136 -3.272 -1.40 1.31 0.91
O -3.596 -0.535 0.925 0.95 0.62 -0.14
C -3.574 -1.776 -2.310 -0.69 0.00 -0.63
O 2.941 -1.249 -1.248 0.59 -0.44 -1.00
H 3.617 -3.164 -4.974 -0.32 -0.20 0.51
O -0.798 -1.849 7.179 -0.46 -0.01 0.22
H 2.902 3.506 1.424 0.00 0.29 -0.03
O -1.611 -0.348 5.751 -0.11 0.20 0.31
O 1.811 2.011 7.980 0.13 0.97 -0.69
H 1.035 -4.558 0.285 0.03 0.20 -0.13
C -3.964 -2.422 3.932 -0.12 -0.42 -1.24
O 4.004 2.353 6.714 -0.42 0.13 -0.45
F 4.336 -4.015 -0.150 -0.18 0.35 0.17
C 1.188 -2.512 -3.555 -0.34 0.50 0.97
H 2.226 -3.402 1.108 -0.65 -0.01 0.18
H 3.452 0.810 4.657 0.07 -0.31 0.52
O 4.479 2.191 1.327 0.67 -0.50 0.37
H -4.477 -1.522 -2.865 0.07 0.48 0.09
O -6.195 0.140 -1.921 0.59 -0.49 0.31
O -7.862 1.598 -1.828 0.01 0.04 0.18
F 0.074 -1.117 -0.759 -0.52 0.29 -0.31
C -0.403 -1.534 1.547 1.00 0.56 -1.28
C -1.027 -1.577 5.881 0.48 -0.63 0.16
H -5.450 0.487 0.026 0.31 -0.13 -0.66
C -6.358 0.416 -0.571 -0.84 -0.46 1.49
H 1.418 -3.095 -2.663 -0.10 -0.53 -0.34
H 4.007 -2.223 1.622 0.17 -0.07 0.04
O -3.905 -2.304 -5.305 0.13 -0.60 -0.39
F -5.633 -1.946 2.295 -0.28 -0.18 -0.15
H 4.229 -0.138 2.844 0.32 0.44 -0.08
H 0.106 -2.467 1.318 -0.37 -0.10 -0.15
H 2.714 5.754 5.790 -0.10 -0.02 0.21
H -1.801 1.683 -3.943 -0.11 -0.08 -0.08
C -7.177 0.746 -2.626 -0.29 0.96 -0.25
C -1.969 3.701 -1.443 -0.05 -0.08 -0.63
C -1.677 0.268 7.034 0.41 -0.55 0.01
O -3.270 -3.643 3.675 -0.60 -0.11 0.47
H 2.750 0.143 7.841 -0.34 0.00 -0.23
N 0.991 2.397 -4.052 -0.31 0.53 0.08
H 4.582 4.183 1.137 -0.25 0.06 0.62
C -2.397 -0.654 0.955 -1.33 -0.42 -0.19
H 0.351 3.193 -3.998 0.33 0.21 -0.22
H 3.782 3.473 -0.163 -0.55 -0.46 -0.04
H -2.651 4.540 -1.591 -0.06 -0.01 0.53
O 3.163 -7.468 1.440 0.60 -0.18 0.12
H 2.915 0.843 9.384 0.01 0.87 -0.11
O 4.238 -2.695 -2.978 -0.67 0.45 0.89
C 2.379 0.696 4.788 -0.65 0.27 -0.65
N 3.454 -1.397 1.459 -1.16 1.19 -0.67
H -2.557 0.909 7.088 -0.05 -0.28 0.02
C -4.154 -0.929 -5.629 0.47 0.54 0.87
H -0.952 -1.853 -7.450 0.01 0.09 0.09
H -1.405 2.498 -8.373 -0.12 0.04 0.23
O -1.486 0.142 0.393 0.68 0.72 -1.05
C -1.024 -2.643 -6.711 -0.29 -1.12 0.29
H -4.925 -0.600 -4.933 -0.03 0.29 -0.16
C 3.685 1.040 1.169 -1.73 0.78 -0.49
H 0.208 -2.073 -3.373 0.09 0.16 -0.08
H -0.625 2.950 -6.029 -0.24 -0.02 0.30
H 1.021 2.164 -3.055 0.30 -0.21 -0.47
C 2.036 -4.386 0.678 1.95 0.91 -0.03
H 5.890 -0.206 0.317 0.10 -0.61 -0.19
H 1.061 3.785 3.216 0.60 0.12 -0.83
H -3.251 -0.981 -1.650 -0.26 0.03 0.12
P 3.405 -1.369 -2.648 -0.95 -0.51 0.44
H 2.542 5.891 -0.640 -0.07 -0.17 0.11
O -1.273 3.806 -0.210 1.19 -0.10 0.50
H 3.340 0.958 0.127 0.60 -0.40 -0.22
H -0.337 1.168 -8.782 0.14 -0.05 0.20
H 5.030 -4.057 -4.299 -0.23 -0.09 0.25
H -6.101 -2.476 4.166 -0.47 -0.29 -0.41
H 3.019 1.375 -2.531 -0.22 -0.72 -0.11
O 1.814 1.869 5.407 0.28 0.33 0.17
H 1.958 0.643 3.782 -0.08 0.10 0.06
P -2.560 -2.779 -4.573 -0.88 0.36 -0.44
C -1.545 -0.938 7.976 0.03 0.37 0.08
O -5.377 -4.075 3.049 -0.70 1.18 0.19
C 4.482 -3.119 -4.310 1.04 1.03 -0.92
H 6.027 -1.549 1.557 0.03 -0.07 -0.05
O -1.410 -2.098 -5.451 0.00 0.32 0.88
H 0.570 0.199 0.690 -0.12 0.33 -0.63
H -2.517 2.759 -1.432 0.02 0.06 -0.27
C -1.218 1.435 -8.183 0.03 0.06 -0.63
H 1.308 5.135 4.921 -0.50 -0.10 0.77
C 2.197 4.844 5.488 0.60 0.94 -1.42
H -3.462 -1.680 3.319 -0.19 0.38 0.32
C 3.138 -4.600 -0.397 -1.96 -0.56 0.76
O 0.876 5.000 0.181 0.18 0.01 -0.05
C 3.014 -6.381 1.008 -1.25 0.18 -0.38
H 2.007 -0.178 5.319 0.57 -0.15 0.13
C -0.988 0.957 -3.903 0.40 -1.10 -0.22
C -0.216 -0.500 0.408 0.60 -0.50 1.93
H 3.223 -1.369 0.453 0.30 -0.33 0.65
F -0.579 1.063 7.205 -0.15 0.04 -0.24
H 4.493 1.920 -2.972 0.78 -0.51 -0.72
P 0.325 3.546 -0.103 -1.44 0.54 -0.19
O 0.892 2.820 -1.248 -0.06 0.18 0.88
H 6.351 0.193 1.921 0.38 -0.41 0.01
H -7.952 1.647 0.258 -0.13 -0.23 -0.11
C 2.217 0.789 8.542 0.65 -1.28 0.58
H -0.960 -0.735 8.868 -0.07 0.28 -0.03
C -5.374 -2.706 3.385 0.45 0.41 0.59
H 0.834 0.519 -5.011 0.08 -0.12 0.53
O -2.489 -4.224 -4.387 0.05 -0.01 -0.29
O 0.509 2.893 1.311 0.46 0.11 -0.51
O -3.900 -5.739 3.197 -0.02 -0.16 -0.30
O -7.355 0.625 -3.790 0.00 -0.32 -0.01
P 2.549 2.543 6.652 -0.19 0.08 0.92
C 0.210 1.379 -4.749 -0.56 0.01 -0.41
H -3.882 -2.669 -1.763 0.78 -0.26 0.05
H 1.133 -3.060 -4.491 0.37 -0.18 0.11
H 2.710 -4.256 -1.336 0.78 -0.50 -0.44
H 2.806 4.421 4.681 0.33 -0.56 0.53
H 0.744 2.151 -6.670 0.03 -0.41 -0.23
H 2.713 1.188 1.675 0.07 0.12 0.26
H -2.507 -1.364 8.267 -0.02 -0.05 -0.17
H -0.555 4.260 2.582 0.42 0.43 -0.73
H -4.476 -0.723 -6.648 -0.12 -0.80 -0.11
O 2.156 -1.457 -3.628 0.62 0.77 -0.87
H -4.045 -2.151 4.984 0.48 -0.23 0.08
H -1.740 -3.417 -7.001 -0.13 0.25 -0.31
O 3.309 -5.986 -0.268 0.67 -0.19 -0.75
F -7.096 -0.603 0.031 0.26 -0.17 -0.44
C 4.281 -0.197 1.750 1.10 -2.51 0.69
O 1.960 4.035 6.613 0.00 -1.24 0.15
H 1.358 0.267 8.964 -0.24 0.09 -0.42
C 5.747 -0.524 1.352 -0.59 2.44 0.20
H -3.239 -0.347 -5.492 -0.10 0.10 0.12
O 2.354 -5.379 1.629 0.07 -0.26 0.51
O -1.078 1.122 -6.830 0.13 -0.53 0.50
C 0.238 3.512 2.564 -1.96 -1.40 1.35
O -1.806 -1.672 1.536 -0.04 -1.41 1.48
H -0.089 -3.194 -6.592 0.20 0.36 -0.05
O 4.310 -0.175 -3.135 0.22 -0.89 -0.27
H 3.335 1.279 -4.245 0.36 0.11 -0.08
H 1.051 6.772 -0.911 -0.24 -0.13 0.53
H -2.057 0.856 -8.569 -0.04 0.06 0.06
H 1.371 5.371 -1.850 -0.05 -0.52 0.25
H 0.053 -1.174 2.470 -0.67 0.11 0.27
C 3.866 3.385 0.930 0.70 0.11 -0.55
H -1.282 -0.047 -4.211 -0.58 0.34 -0.23
O -0.738 -2.332 5.015 -0.18 0.66 -0.45
H -6.586 2.520 -0.443 -0.21 0.16 -0.31
C -7.226 1.638 -0.547 0.31 0.63 -0.18
H 5.138 -2.360 -4.754 0.06 -0.24 -0.13
O -2.496 -1.931 -3.239 0.77 -0.14 -0.24
C -4.165 -4.588 3.279 1.33 -0.66 0.51
C -0.186 1.943 -6.124 0.35 0.98 0.20
C 1.475 5.767 -0.837 0.66 1.05 -1.07
H -0.264 2.689 3.086 0.22 0.09 0.36
H -1.287 3.756 -2.295 0.05 -0.39 0.09
```
Positions in Å, forces in eV/Å.